Entry 1:
DFT (ωB97M-V/def2-TZVPD) results for a single C10H4ClN3O2 molecule.

The value obtained for the orbital gap is 7.30 eV. The calculation puts the HOMO energy at -9.27 eV. As for the multiplicity: 1.

Atoms and positions in Å:
N -1.29241 -3.66193 2.81305
O 1.24886 -0.56047 -2.62179
O -1.89034 -0.81115 1.58560
Cl 0.46861 -3.39877 -2.01515
N -0.86468 -3.22148 0.48420
N -1.12142 -3.45124 1.66778
C 0.51657 -0.64082 -1.60366
C -1.08479 -0.71330 0.64865
C 0.09630 -1.93920 -1.07480
C -0.72971 -1.95149 0.00941
C 1.08919 2.76098 -0.36548
C 0.27178 2.75714 0.69641
C 1.17617 1.62133 -1.16946
C -0.50957 1.66416 1.09094
C 0.49069 0.52060 -0.79431
C -0.42116 0.48945 0.32416
H 1.84480 3.55419 -0.63152
H 0.13299 3.75646 1.12573
H 1.78354 1.57232 -2.06471
H -1.20543 1.65321 1.89494

Results of the Löwdin charge analysis, in e, for atoms 1 through 6: 0.25 0.05 0.10 0.72 0.08 -0.14

---

Entry 2:
DFT (ωB97M-V/def2-TZVPD) results for a molecular structure, C10H4F6N2O6OsS2Se4.

The value obtained for the orbital gap (spin up / spin down) is 7.24 / 6.01 eV. The expectation value of S² is 6.03. The relative energy (zero: lowest compared OMol25 entry of this formula, charge and spin) comes out at 0.9096 eV. The calculation puts the HOMO energy (spin up / spin down) at -8.87 / -9.36 eV. As for the multiplicity: 5.

Atoms and positions in Å:
Os 0.25543 -0.58939 -0.04222
Se 2.43141 0.38479 0.10581
Se 4.09237 -1.11261 -0.49741
Se 3.25663 -3.18501 0.22239
Se 0.98245 -2.82894 -0.11118
F 2.23170 5.03372 1.29730
C 0.91032 4.98855 1.19520
F 0.49144 5.98628 0.42364
F 0.37046 5.10692 2.40253
S 0.45593 3.36216 0.45669
O 0.70995 2.38956 1.50382
O 1.24576 3.23130 -0.73090
N -1.10163 3.55810 0.21179
S -1.87633 2.19938 0.09024
O -3.17030 2.31567 -0.47637
O -1.04542 1.11081 -0.48727
C -2.17891 1.61248 1.86216
F -3.44230 1.21299 1.96151
F -1.96259 2.58681 2.72635
F -1.39789 0.56634 2.16261
O -2.14287 -1.47416 -2.40987
C -2.38414 -1.77471 -1.27260
N -1.50660 -1.58748 -0.19142
C -2.05704 -2.11520 0.98594
O -1.45346 -2.17072 2.03256
C -3.42603 -2.59346 0.65708
C -4.40329 -3.14982 1.45493
C -5.57652 -3.56357 0.83036
C -5.74806 -3.42180 -0.54256
C -4.76268 -2.84219 -1.33751
C -3.60990 -2.42224 -0.71020
H -4.25355 -3.26170 2.52087
H -6.36800 -4.00556 1.42184
H -6.66232 -3.77148 -1.00424
H -4.88665 -2.72441 -2.40576

Results of the Löwdin charge analysis, in e, for atoms 1 through 6: 0.95 0.24 0.09 0.08 0.24 0.16

---

Entry 3:
DFT (ωB97M-V/def2-TZVPD) results for a molecular structure, C10H5BrIrNO5.

The value obtained for the orbital gap (spin up / spin down) is 4.52 / 6.24 eV. The expectation value of S² is 6.04. The relative energy (zero: lowest compared OMol25 entry of this formula, charge and spin) comes out at 0.0000 eV. The calculation puts the HOMO energy (spin up / spin down) at -13.01 / -17.36 eV. As for the multiplicity: 5. The net charge is +2.

Atoms and positions in Å:
O -1.66796 -5.10718 0.66837
C -1.25581 -4.04988 0.47807
Ir -0.02857 0.73431 -0.31808
O 1.09493 -1.26626 1.73120
C 0.45212 -0.80279 0.86486
C 1.76741 1.44359 -0.21261
O 2.81451 1.93575 -0.20206
C -0.71572 2.49831 -1.04804
O -1.15825 3.46516 -1.49709
C 0.23040 -0.14464 -1.99097
O 0.46107 -0.66501 -3.00013
H -0.74033 -2.35132 0.17138
Br -3.55400 -0.69429 4.17411
C -2.50076 0.66187 3.34035
C -2.33251 1.90293 3.94484
C -1.53243 2.84354 3.30006
C -0.92124 2.50870 2.08823
N -1.07492 1.29319 1.53516
C -1.88240 0.38110 2.11569
H -2.81346 2.10891 4.89072
H -1.35196 3.83531 3.70788
H -0.27952 3.22232 1.55759
H -2.02429 -0.57734 1.61906

Results of the Löwdin charge analysis, in e, for atoms 1 through 6: 0.15 0.09 1.22 0.16 -0.29 -0.19

---

Entry 4:
DFT (ωB97M-V/def2-TZVPD) results for a single C10H6FIO4 molecule.

As for the SMILES: O=C(F)CC1=C(CC(=O)I)C(=O)C=CC1=O. The value obtained for the orbital gap is 8.44 eV. The relative energy (zero: lowest compared OMol25 entry of this formula, charge and spin) comes out at 0.6923 eV. The calculation puts the HOMO energy at -9.95 eV. As for the multiplicity: 1.

Atoms and positions in Å:
O -0.10003 -3.01321 1.88814
C -0.07187 -2.76648 0.75466
F 0.65325 -3.56352 -0.05645
C -0.87854 -1.55019 0.21627
C 0.07325 -0.43270 -0.24835
C 0.02702 0.79800 0.27616
C -0.97654 1.25027 1.34389
C -2.47076 1.12198 0.89239
O -3.34313 0.95326 1.63652
I -2.91572 1.22969 -1.22772
C 1.04209 1.84785 -0.20749
O 0.95296 3.00830 0.05643
C 2.22778 1.40868 -1.07100
C 2.27402 0.19194 -1.61065
C 1.09426 -0.74951 -1.34160
O 1.01133 -1.71163 -2.03740
H -1.59627 -1.84728 -0.58151
H -1.51001 -1.24230 1.07148
H -0.80864 0.78813 2.33610
H -0.82181 2.34984 1.46514
H 3.05736 2.09962 -1.29049
H 3.08000 -0.17077 -2.26451

Results of the Löwdin charge analysis, in e, for atoms 1 through 6: 0.19 -0.45 0.11 -0.02 -0.11 -0.15

---

Entry 5:
DFT (ωB97M-V/def2-TZVPD) results for a molecular structure, C10H6LuN2O5.

The value obtained for the orbital gap is 3.89 eV. The relative energy (zero: lowest compared OMol25 entry of this formula, charge and spin) comes out at 2.4385 eV. The calculation puts the HOMO energy at -18.54 eV. As for the multiplicity: 1. The net charge is +3.

Atoms and positions in Å:
O -2.77912 1.04726 -2.98953
C -2.53805 0.26307 -2.16649
Lu -2.26527 -1.06615 -0.33031
O -0.23813 -1.39527 -6.11675
C -0.66801 -1.34849 -5.06225
C -4.45634 -1.09344 -1.32158
O -5.51194 -1.10509 -1.79720
C -1.66916 -3.00133 -1.52145
O -1.40806 -4.02715 -1.99986
N 2.48846 1.84609 3.67169
C 2.84183 1.37900 2.43059
O 4.00906 1.42051 2.03105
C 1.73151 0.86511 1.55447
C 0.38335 0.89518 1.90095
C -0.56901 0.32079 1.07162
N -0.21229 -0.24735 -0.11677
C 1.10288 -0.23196 -0.52768
C 2.06814 0.33437 0.28886
H 3.26073 2.10115 4.26412
H 1.59529 1.64512 4.09711
H 0.03098 1.34377 2.83413
H -1.62959 0.39718 1.37289
H 1.32839 -0.64596 -1.51878
H 3.10435 0.30361 -0.04884

Results of the Löwdin charge analysis, in e, for atoms 1 through 6: 0.26 -0.04 1.68 0.07 -0.01 0.00